No. 1
Entry from OMol25: one molecule with the formula C2H4N2O2 at a distorted geometry (ωB97M-V with the def2-TZVPD basis set).

Summary:
SMILES string: NCON=C=O
Energy in Eh: -338.4370
Molecular weight in g mol⁻¹: 88.1
HOMO in eV: -9.42
Frontier orbital gap in hartree: 0.3588

Structure (XYZ):
```
10
Properties=species:S:1:pos:R:3:forces:R:3:nbo_charge:R:1
C -0.192 0.769 -0.778 -1.1 3.1 0.5 0.07
C 2.700 -0.260 -1.848 4.0 -1.3 -1.7 0.73
N -0.870 0.379 0.359 -2.7 -1.1 2.3 -0.85
N 1.560 -0.385 -2.172 -1.2 0.7 0.2 -0.20
O 3.895 -0.396 -2.032 -2.6 1.0 1.5 -0.54
O 0.285 -0.322 -1.817 -2.3 0.6 1.5 -0.36
H -1.090 1.508 -1.074 2.8 -1.3 -1.4 0.21
H 0.758 1.298 -0.456 -0.8 -0.5 -1.1 0.17
H -0.394 -0.025 1.104 1.5 -0.9 1.1 0.37
H -1.845 0.610 0.817 2.4 -0.3 -2.8 0.41
```
Forces are in eV/Å.

---

No. 2
Entry from OMol25: one molecule with the formula C2H4N2O2 at a distorted geometry (ωB97M-V with the def2-TZVPD basis set).

Summary:
SMILES string: NCON=C=O
Energy in Eh: -338.4745
Molecular weight in g mol⁻¹: 88.1
HOMO in eV: -9.94
Frontier orbital gap in hartree: 0.3837

Structure (XYZ):
```
10
Properties=species:S:1:pos:R:3:forces:R:3:nbo_charge:R:1
C 1.057 -0.607 0.187 -1.1 4.5 5.1 0.09
C -2.385 0.076 -0.123 0.1 0.2 0.0 0.79
N 1.352 0.696 -0.248 1.2 0.6 -1.6 -0.83
N -1.304 -0.285 0.111 5.8 -1.4 1.3 -0.28
O -3.385 0.625 -0.012 -3.2 1.0 -0.6 -0.51
O -0.177 -1.025 -0.235 -3.2 -2.5 -1.8 -0.32
H 1.837 -1.214 -0.039 1.4 -2.7 -1.6 0.20
H 1.134 -0.532 1.356 -0.5 -0.4 -1.7 0.15
H 1.021 0.860 -1.184 0.5 -0.5 -0.9 0.35
H 0.849 1.406 0.188 -0.9 1.1 1.8 0.36
```
Forces are in eV/Å.

---

No. 3
Entry from OMol25: one molecule with the formula C2H4N2O2 at a distorted geometry (ωB97M-V with the def2-TZVPD basis set).

Summary:
SMILES string: [O-][N+]1=NCCO1
Energy in Eh: -338.4029
Molecular weight in g mol⁻¹: 88.1
HOMO (alpha / beta) in eV: -9.09 / -9.09
Frontier orbital gap (alpha / beta) in hartree: 0.3408 / 0.3409

Structure (XYZ):
```
10
Properties=species:S:1:pos:R:3:forces:R:3:nbo_charge:R:1
C -0.707 0.761 0.244 -1.7 -1.3 -2.3 -0.29
C -0.596 -0.803 -0.192 1.4 2.7 0.6 -0.09
N 0.562 1.269 -0.164 4.1 -3.2 0.8 -0.39
N 1.504 0.079 0.037 -6.4 5.3 -1.0 0.56
O 2.661 0.073 -0.009 1.2 -0.7 0.1 -0.27
O 0.750 -1.055 0.212 1.5 -1.7 1.0 -0.35
H -1.527 1.202 -0.470 1.4 -0.5 1.7 0.22
H -0.905 0.967 1.330 -0.2 -0.5 -0.9 0.20
H -1.251 -1.502 0.261 -0.4 -0.5 0.8 0.21
H -0.492 -0.992 -1.249 -1.0 0.6 -0.7 0.19
```
Forces are in eV/Å.

---

No. 4
Entry from OMol25: one molecule with the formula C2H4N2O2 at a distorted geometry (ωB97M-V with the def2-TZVPD basis set).

Summary:
Energy in Eh: -338.3729
Molecular weight in g mol⁻¹: 88.1
HOMO in eV: -8.69
Frontier orbital gap in hartree: 0.3233

Structure (XYZ):
```
10
Properties=species:S:1:pos:R:3:forces:R:3:nbo_charge:R:1
C 0.300 -0.653 -0.719 -0.9 3.0 1.9 -0.11
C 0.780 0.028 0.604 -3.4 -0.1 -1.4 -0.25
N -0.431 0.594 1.201 -0.5 -0.2 0.3 -0.25
N -0.710 -0.047 -1.202 -2.1 -0.5 0.4 0.30
O -1.575 -0.087 -2.065 1.7 0.3 0.8 -0.35
O -1.093 1.136 0.176 0.6 -0.5 -1.4 -0.33
H 1.066 -1.171 -1.167 0.8 -1.6 -1.7 0.22
H 1.374 -0.618 1.115 1.0 -2.2 2.3 0.21
H 1.452 0.767 0.319 0.9 2.0 -0.5 0.21
H -1.162 0.051 1.738 1.9 -0.2 -0.7 0.36
```
Forces are in eV/Å.